No. 1
5
Properties=species:S:1:pos:R:3:forces:R:3 method="wB97M-V/def2-TZVPD" charge=+2 largest_force_ev_per_a=2.34 lumo_energy_ev=-12.09 orbital_gap_ev=1.816 e_homo_ev=-13.903
Pb 2.2224 -1.9717 -3.7605 -0.04 -0.02 0.06
O -1.4018 1.4803 -0.2980 0.80 -0.18 0.88
V -0.1984 0.9801 0.5386 -0.34 -1.73 -1.26
O 0.5815 0.0049 -0.4752 -0.82 1.39 1.69
I -1.2037 -0.4936 3.9951 0.41 0.53 -1.38

=====

No. 2
4
Properties=species:S:1:pos:R:3:forces:R:3 method="wB97M-V/def2-TZVPD" charge=-1 largest_force_ev_per_a=1.65 lumo_energy_ev=3.28 orbital_gap_ev=6.289 e_homo_ev=-3.010
O 0.2545 -2.0976 0.6144 -0.87 0.97 -0.12
O -0.2302 1.7624 -1.3826 0.38 0.20 0.05
S -0.6776 -0.8511 0.6015 0.95 -1.28 0.42
I 0.6534 1.1863 0.1667 -0.46 0.11 -0.35

=====

No. 3
2
Properties=species:S:1:pos:R:3:forces:R:3 method="wB97M-V/def2-TZVPD" largest_force_ev_per_a=1.54 lumo_energy_ev="0.59 / -3.86" orbital_gap_ev="7.886 / 5.935" multiplicity=4 e_homo_ev="-7.296 / -9.791"
Pd 0.5492 0.8596 0.9947 -0.59 -0.93 -1.07
I -0.5492 -0.8596 -0.9947 0.59 0.93 1.07